(1)
DFT (ωB97M-V with the def2-TZVPD basis set) results for a cluster of 13 separate species, C75H183N13O17 in total.

```
288
Properties=species:S:1:pos:R:3
C 3.31 -1.80 -7.51
O 3.53 -1.60 -6.15
C 4.67 -0.88 -5.84
C 4.67 -0.36 -4.42
N 5.87 0.37 -4.03
C 6.68 -0.33 -3.05
C 6.00 -0.32 -1.64
O 6.75 -1.02 -0.71
C 5.99 -1.08 0.44
H 4.09 -2.38 -8.01
H 3.33 -0.84 -8.08
H 2.36 -2.30 -7.59
H 4.81 -0.05 -6.54
H 5.61 -1.43 -6.02
H 4.50 -1.24 -3.83
H 3.79 0.31 -4.30
H 5.68 1.34 -3.77
H 7.65 0.14 -2.89
H 6.94 -1.33 -3.36
H 5.04 -0.83 -1.77
H 5.93 0.68 -1.18
H 5.89 -0.06 0.88
H 6.61 -1.65 1.09
H 5.05 -1.58 0.31
C 0.19 -9.47 1.01
O -0.80 -9.41 0.04
C -0.60 -8.42 -0.93
C -0.92 -7.03 -0.38
N -0.96 -6.03 -1.40
C -1.30 -4.70 -0.79
C -1.18 -3.63 -1.78
O 0.13 -3.46 -2.23
C 0.28 -2.41 -3.22
H 1.26 -9.74 0.61
H -0.15 -10.28 1.68
H 0.23 -8.55 1.53
H -1.23 -8.63 -1.78
H 0.44 -8.52 -1.37
H -0.23 -6.88 0.43
H -1.95 -7.23 0.04
H -0.07 -6.06 -1.93
H -0.64 -4.43 0.03
H -2.30 -4.77 -0.33
H -1.56 -2.59 -1.41
H -1.77 -3.92 -2.61
H -0.42 -2.44 -4.04
H 1.31 -2.63 -3.67
H 0.30 -1.48 -2.67
C 4.87 -7.37 2.73
O 3.95 -6.35 2.56
C 2.60 -6.79 2.63
C 1.74 -5.56 2.66
N 1.85 -4.76 3.87
C 1.47 -3.34 3.71
C 0.96 -2.73 5.05
O 1.36 -1.38 5.08
C 1.36 -0.79 6.29
H 4.52 -8.33 2.29
H 4.86 -7.52 3.87
H 5.88 -7.10 2.50
H 2.48 -7.29 3.55
H 2.39 -7.40 1.75
H 0.66 -5.90 2.65
H 2.06 -5.04 1.76
H 2.82 -4.77 4.16
H 0.75 -3.20 2.94
H 2.25 -2.70 3.34
H 1.35 -3.33 5.89
H -0.16 -2.85 5.14
H 2.10 -1.29 7.10
H 0.31 -0.72 6.67
H 1.79 0.16 6.20
C -0.57 2.76 -3.93
O -0.04 3.46 -2.83
C 0.33 4.80 -3.03
C 0.27 5.50 -1.68
N -1.01 5.61 -1.03
C -2.08 6.25 -1.75
C -3.02 6.89 -0.72
O -3.49 5.77 0.05
C -4.58 6.16 0.89
H -1.39 3.38 -4.44
H -0.98 1.84 -3.62
H 0.21 2.57 -4.71
H -0.37 5.23 -3.75
H 1.40 4.84 -3.41
H 0.70 6.51 -1.96
H 1.02 5.12 -0.93
H -1.34 4.80 -0.52
H -2.68 5.62 -2.36
H -1.73 7.09 -2.47
H -3.93 7.29 -1.18
H -2.65 7.73 -0.08
H -4.21 6.84 1.63
H -5.06 5.34 1.45
H -5.36 6.66 0.28
C 4.18 5.59 -2.87
C 4.18 4.16 -3.47
C 4.40 4.30 -4.95
O 3.48 5.21 -5.51
C 3.27 5.28 -6.90
N 5.26 3.35 -2.92
H 3.36 6.21 -3.32
H 5.12 6.08 -3.23
H 4.13 5.61 -1.78
H 3.28 3.60 -3.24
H 4.33 3.29 -5.43
H 5.34 4.71 -5.18
H 2.59 4.49 -7.29
H 4.14 5.29 -7.51
H 2.73 6.21 -7.11
H 6.20 3.83 -3.00
H 5.05 3.01 -1.96
C -3.78 2.08 6.91
C -2.70 2.67 6.01
C -1.59 3.55 6.61
O -2.16 4.81 6.87
C -1.17 5.80 7.02
N -1.97 1.62 5.43
H -4.38 2.96 7.33
H -3.34 1.51 7.69
H -4.49 1.52 6.31
H -3.17 3.30 5.18
H -0.82 3.65 5.82
H -1.24 3.19 7.60
H -1.65 6.74 7.23
H -0.64 6.02 6.12
H -0.61 5.49 7.87
H -2.58 0.82 5.09
H -1.37 2.00 4.73
C 0.12 7.67 2.56
C -0.03 6.23 2.23
C 1.15 5.33 2.73
O 1.08 5.31 4.12
C 1.97 4.46 4.68
N -1.38 5.76 2.61
H -0.68 8.15 1.93
H 1.09 8.11 2.39
H -0.03 7.89 3.63
H 0.01 6.16 1.15
H 2.10 5.79 2.42
H 1.15 4.34 2.22
H 1.84 3.42 4.28
H 1.84 4.46 5.80
H 3.02 4.68 4.45
H -1.83 5.23 1.83
H -1.27 5.23 3.44
C -3.09 -4.67 3.19
C -2.41 -3.69 4.18
C -3.28 -2.42 4.37
O -3.80 -2.03 3.15
C -4.74 -0.96 3.29
N -2.08 -4.28 5.49
H -3.29 -4.17 2.18
H -4.07 -5.03 3.61
H -2.49 -5.57 3.11
H -1.49 -3.41 3.68
H -2.71 -1.62 4.86
H -4.13 -2.69 5.04
H -5.26 -1.08 4.22
H -5.32 -0.89 2.38
H -4.15 -0.07 3.45
H -2.95 -4.49 5.96
H -1.53 -5.11 5.41
C 5.41 2.53 1.20
C 4.56 3.76 1.66
C 5.31 4.94 2.14
O 6.23 4.54 3.10
C 6.73 5.67 3.80
N 3.72 4.13 0.49
H 5.89 2.16 2.09
H 6.20 2.87 0.62
H 4.88 1.68 0.82
H 3.87 3.52 2.45
H 4.63 5.69 2.55
H 5.78 5.45 1.30
H 6.86 6.48 3.05
H 7.77 5.42 4.18
H 6.05 6.06 4.63
H 3.24 5.02 0.75
H 2.98 3.45 0.37
C -8.50 -1.89 -0.74
C -7.45 -2.79 0.01
C -6.03 -2.23 -0.16
O -5.72 -2.49 -1.47
C -4.42 -2.00 -1.71
N -7.76 -2.77 1.46
H -8.34 -0.79 -0.62
H -9.50 -2.05 -0.30
H -8.57 -2.11 -1.88
H -7.40 -3.80 -0.40
H -5.43 -2.68 0.54
H -5.99 -1.16 0.17
H -3.85 -2.22 -0.84
H -4.48 -0.92 -1.84
H -4.05 -2.43 -2.61
H -7.28 -3.43 2.10
H -8.77 -2.71 1.70
C -1.99 1.78 -0.42
C -1.06 0.95 0.56
C -1.54 -0.44 0.40
C -0.56 -1.43 1.11
C 0.82 -1.23 0.51
C 1.43 0.19 0.47
N 0.34 1.03 -0.05
O 0.85 2.36 -0.10
C 2.00 0.51 1.89
C 2.53 0.23 -0.54
C -1.20 1.50 1.95
H -1.73 1.56 -1.48
H -1.85 2.87 -0.39
H -3.04 1.57 -0.30
H -2.61 -0.46 0.74
H -1.54 -0.74 -0.67
H -0.86 -2.50 0.93
H -0.61 -1.32 2.23
H 0.73 -1.56 -0.57
H 1.53 -1.86 0.97
H 2.43 1.48 2.01
H 1.27 0.35 2.69
H 2.76 -0.26 2.05
H 3.18 1.05 -0.29
H 3.18 -0.64 -0.36
H 2.15 0.16 -1.59
H -2.16 1.98 2.27
H -0.46 2.32 2.15
H -1.03 0.69 2.63
H 0.72 2.65 -1.05
C -5.40 2.92 -3.05
C -6.58 2.11 -2.45
C -6.34 1.50 -1.12
C -6.21 2.49 0.00
C -7.43 3.33 0.04
C -7.93 3.90 -1.36
N -7.84 2.85 -2.32
O -8.18 3.36 -3.60
C -9.30 4.45 -1.20
C -7.03 5.08 -1.73
C -6.93 1.04 -3.53
H -4.74 2.26 -3.70
H -4.67 3.24 -2.29
H -5.74 3.77 -3.61
H -7.18 0.84 -0.94
H -5.46 0.92 -1.20
H -5.34 3.10 -0.02
H -6.10 1.99 1.02
H -7.43 4.34 0.63
H -8.25 2.74 0.35
H -9.50 5.22 -2.01
H -10.11 3.66 -1.29
H -9.42 4.96 -0.23
H -7.41 5.93 -1.12
H -6.00 4.95 -1.36
H -7.06 5.30 -2.74
H -7.96 0.71 -3.51
H -6.35 0.11 -3.51
H -6.81 1.43 -4.53
H -9.06 2.98 -3.77
C 2.08 -5.50 -4.72
C 3.17 -6.22 -3.92
C 4.49 -6.27 -4.69
C 5.69 -6.65 -3.87
C 5.72 -5.71 -2.71
C 4.51 -5.77 -1.84
N 3.36 -5.39 -2.66
O 2.16 -5.49 -1.82
C 4.41 -7.10 -1.07
C 4.68 -4.64 -0.74
C 2.82 -7.74 -3.64
H 2.45 -4.47 -4.87
H 1.15 -5.40 -4.21
H 1.87 -5.99 -5.73
H 4.36 -6.98 -5.44
H 4.75 -5.32 -5.19
H 6.61 -6.51 -4.44
H 5.75 -7.69 -3.49
H 5.93 -4.70 -3.08
H 6.65 -5.94 -2.10
H 3.37 -7.41 -0.94
H 4.89 -7.86 -1.68
H 4.97 -7.00 -0.15
H 4.72 -3.69 -1.22
H 3.79 -4.61 -0.07
H 5.65 -4.77 -0.19
H 2.42 -8.27 -4.57
H 2.32 -7.71 -2.71
H 3.77 -8.34 -3.64
H 1.72 -4.71 -2.13
```

The total energy is -4957.687876 Eh. Its HOMO energy is -8.3 eV. The energy relative to the best compared isomer or geometry (same formula, charge and spin) comes out at 99.1 kJ/mol. The value obtained for the orbital gap is 0.3213 hartree. As for the spin multiplicity: 1.

---

(2)
DFT (ωB97M-V with the def2-TZVPD basis set) results for a structure of composition C27H25AuCl2N5S3.

```
63
Properties=species:S:1:pos:R:3
Au 1.38 -0.23 1.31
S -3.72 1.47 -3.99
C -2.45 1.16 -2.77
C -1.24 1.83 -2.81
C -0.31 1.56 -1.81
N -0.54 0.70 -0.83
C -1.71 0.07 -0.79
C -2.70 0.26 -1.75
C -2.78 1.17 -5.48
C -2.70 2.14 -6.46
C -1.99 1.85 -7.62
N -1.37 0.70 -7.84
C -1.46 -0.23 -6.88
C -2.15 -0.05 -5.69
H -1.02 2.56 -3.58
H 0.65 2.07 -1.79
H -1.84 -0.60 0.06
H -3.63 -0.28 -1.70
H -3.17 3.11 -6.33
H -1.91 2.60 -8.40
H -0.94 -1.16 -7.07
H -2.19 -0.83 -4.95
Cl 3.91 0.35 3.57
C 5.02 0.02 2.29
C 6.37 0.05 2.57
C 7.30 -0.22 1.57
C 6.86 -0.55 0.29
C 5.51 -0.61 0.03
Cl 4.99 -1.02 -1.58
C 4.50 -0.33 1.01
N 3.23 -0.42 0.69
H 6.69 0.30 3.57
H 8.36 -0.18 1.79
H 7.56 -0.76 -0.50
S 1.40 2.24 1.84
C -0.26 2.68 1.59
N -1.29 2.12 2.07
C -2.54 2.72 1.65
C -2.32 3.70 0.47
S -0.56 4.10 0.52
H -0.83 0.06 2.57
H -2.98 3.24 2.50
H -3.23 1.93 1.36
H -2.91 4.60 0.58
H -2.55 3.23 -0.49
C -1.35 -0.55 4.76
C -1.12 -1.88 4.10
C -1.36 -3.06 4.78
C -1.14 -4.30 4.19
C -0.67 -4.33 2.89
C -0.43 -3.17 2.16
C 0.03 -3.26 0.73
C -0.65 -1.91 2.76
N -0.47 -0.74 2.05
H -1.60 -0.68 5.81
H -2.15 0.02 4.29
H -0.45 0.08 4.70
H -1.72 -3.01 5.80
H -1.32 -5.21 4.74
H -0.49 -5.28 2.40
H 0.20 -4.30 0.46
H 0.96 -2.71 0.55
H -0.72 -2.84 0.05
```

The total energy is -3568.296151 Eh. Its HOMO energy (alpha / beta) is -3.9 / -3.8 eV. The energy relative to the best compared isomer or geometry (same formula, charge and spin) comes out at 0.0 kJ/mol. The value obtained for the orbital gap (alpha / beta) is 0.2205 / 0.1946 hartree. As for the spin multiplicity: 3. Its net charge is -1.